Entry from OMol25: a 8-piece molecular cluster, C19H52NO21S6 overall (ωB97M-V with the def2-TZVPD basis set).

Calculated values
Charge   -1
Relative energy (zero: lowest compared OMol25 entry of this formula, charge and spin)   8.2 kJ/mol
Largest force on an atom   6.429 eV/Å
Orbital gap   0.083 hartree
E_tot   -130033.9436 eV
LUMO level   0.05331 Eh

Last column: Mulliken charge in e.
Cartesian coordinates (Å):
1 N -7.351 -20.463 -28.437  -1.802
2 H -6.656 -21.151 -28.186  0.452
3 H -6.859 -19.729 -28.926  0.594
4 H -7.824 -20.226 -27.577  0.659
5 H -7.978 -20.790 -29.159  0.598
6 C -3.399 -24.599 -28.105  0.633
7 O -3.667 -23.995 -29.179  -0.641
8 O -4.103 -24.287 -27.175  -0.650
9 O -2.429 -25.353 -27.933  -0.715
10 O -2.912 -15.458 -32.292  -0.565
11 S -3.224 -16.616 -33.145  1.083
12 O -4.570 -17.255 -33.123  -0.584
13 O -2.843 -16.213 -34.766  -0.314
14 C -2.938 -17.258 -35.693  -0.015
15 C -2.399 -16.840 -37.053  -1.297
16 C -1.963 -17.885 -32.884  -0.963
17 H -3.927 -17.697 -35.825  0.313
18 H -2.345 -18.108 -35.356  0.217
19 H -1.435 -16.380 -36.837  0.334
20 H -3.057 -16.126 -37.546  0.281
21 H -2.112 -17.605 -37.775  0.376
22 H -1.913 -18.172 -31.833  0.376
23 H -1.012 -17.527 -33.277  0.362
24 H -2.167 -18.800 -33.440  0.359
25 O -14.480 -19.873 -32.276  -0.578
26 S -13.918 -20.749 -33.315  1.078
27 O -12.657 -21.421 -33.024  -0.550
28 O -15.104 -21.797 -33.973  -0.320
29 C -16.394 -21.332 -34.150  -0.019
30 C -17.129 -22.400 -34.946  -1.281
31 C -13.804 -19.764 -34.877  -0.942
32 H -16.498 -20.380 -34.670  0.253
33 H -16.910 -21.112 -33.215  0.300
34 H -18.217 -22.336 -34.937  0.365
35 H -16.902 -23.413 -34.613  0.328
36 H -16.720 -22.432 -35.956  0.297
37 H -14.670 -19.106 -34.951  0.335
38 H -13.629 -20.524 -35.638  0.314
39 H -12.911 -19.148 -34.772  0.397
40 O -5.664 -24.586 -38.447  -0.588
41 S -7.056 -24.678 -38.064  1.120
42 O -7.978 -23.521 -38.176  -0.569
43 O -7.757 -25.996 -38.956  -0.330
44 C -7.011 -27.058 -39.350  -0.132
45 C -7.761 -27.943 -40.389  -1.211
46 C -7.081 -25.339 -36.320  -0.888
47 H -6.900 -27.693 -38.471  0.254
48 H -6.026 -26.822 -39.753  0.327
49 H -7.725 -27.487 -41.378  0.305
50 H -8.797 -28.149 -40.120  0.323
51 H -7.190 -28.868 -40.455  0.374
52 H -8.115 -25.664 -36.201  0.317
53 H -6.817 -24.533 -35.635  0.378
54 H -6.485 -26.240 -36.176  0.318
55 O -4.142 -15.921 -24.742  -0.581
56 S -3.372 -14.755 -24.272  1.190
57 O -2.907 -14.660 -22.894  -0.605
58 O -2.020 -14.576 -25.254  -0.322
59 C -1.052 -13.595 -25.041  -0.249
60 C 0.218 -14.032 -24.303  -1.158
61 C -4.284 -13.202 -24.664  -0.890
62 H -1.360 -12.728 -24.455  0.265
63 H -0.900 -13.157 -26.027  0.398
64 H 1.071 -13.356 -24.251  0.352
65 H 0.656 -14.947 -24.701  0.319
66 H -0.078 -14.364 -23.307  0.282
67 H -5.356 -13.395 -24.712  0.374
68 H -3.967 -12.859 -25.649  0.293
69 H -3.970 -12.539 -23.858  0.314
70 O -10.347 -22.292 -23.622  -0.602
71 S -10.573 -23.184 -22.440  1.025
72 O -10.740 -22.626 -21.129  -0.574
73 O -11.900 -24.149 -22.804  -0.264
74 C -13.039 -23.557 -23.305  -0.268
75 C -14.139 -24.629 -23.425  -1.187
76 C -9.257 -24.462 -22.346  -0.861
77 H -12.902 -23.052 -24.261  0.329
78 H -13.285 -22.732 -22.637  0.349
79 H -14.303 -25.119 -22.465  0.319
80 H -13.958 -25.286 -24.275  0.302
81 H -15.107 -24.162 -23.610  0.384
82 H -9.188 -25.022 -23.278  0.322
83 H -9.727 -25.096 -21.594  0.325
84 H -8.342 -23.893 -22.181  0.368
85 O -10.963 -14.058 -28.859  -0.605
86 S -11.857 -13.142 -29.577  1.134
87 O -12.103 -13.243 -30.996  -0.583
88 O -13.206 -12.935 -28.754  -0.282
89 C -14.219 -12.232 -29.429  -0.313
90 C -14.787 -11.198 -28.412  -1.072
91 C -11.135 -11.521 -29.270  -0.878
92 H -14.973 -12.948 -29.755  0.355
93 H -13.984 -11.641 -30.314  0.331
94 H -14.071 -10.395 -28.230  0.270
95 H -14.997 -11.732 -27.486  0.292
96 H -15.685 -10.645 -28.688  0.379
97 H -11.108 -11.361 -28.192  0.310
98 H -11.814 -10.811 -29.741  0.289
99 H -10.135 -11.437 -29.697  0.362

Entry from OMol25: a 7-piece molecular cluster, C19H53B3O11S6 overall (ωB97M-V with the def2-TZVPD basis set).

Calculated values
Charge   0
Largest force on an atom   0.976 eV/Å
Orbital gap   0.324 hartree
E_tot   -110129.6367 eV
LUMO level   0.01019 Eh

Last column: Mulliken charge in e.
Cartesian coordinates (Å):
1 C -0.698 -4.675 -4.978  -0.976
2 C 0.156 -3.837 -5.900  -0.263
3 O 0.394 -2.578 -5.269  -0.359
4 C 0.681 -1.485 -6.154  -0.620
5 B -0.363 -0.447 -5.606  0.573
6 O -0.221 0.109 -4.343  -0.207
7 B -1.323 -0.155 -3.537  0.560
8 O -1.145 -0.406 -2.205  -0.521
9 O -2.584 -0.175 -4.102  -0.431
10 B -2.654 -0.580 -5.433  0.155
11 C -3.813 -1.474 -5.974  -1.223
12 C -4.896 -1.866 -4.964  1.354
13 C -5.763 -0.647 -4.611  -1.442
14 C -5.775 -2.989 -5.530  -1.654
15 O -1.574 -0.239 -6.247  -0.232
16 H -1.677 -4.214 -4.831  0.178
17 H -0.212 -4.798 -4.009  0.084
18 H -0.853 -5.663 -5.411  0.417
19 H -0.356 -3.678 -6.855  0.498
20 H 1.116 -4.338 -6.067  0.317
21 H 0.466 -1.749 -7.192  0.342
22 H 1.734 -1.189 -6.090  0.244
23 H -0.361 -0.962 -2.058  0.300
24 H -3.310 -2.372 -6.359  0.277
25 H -4.262 -1.003 -6.858  0.395
26 H -4.408 -2.225 -4.053  0.140
27 H -5.800 0.046 -5.456  0.292
28 H -6.786 -0.944 -4.375  0.443
29 H -5.360 -0.099 -3.758  0.244
30 H -6.593 -2.571 -6.123  0.373
31 H -5.207 -3.636 -6.203  0.397
32 H -6.192 -3.617 -4.742  0.387
33 C -2.703 2.308 0.951  -0.719
34 S -1.244 2.936 0.120  0.506
35 O -1.162 4.385 0.457  -0.632
36 C -1.892 2.820 -1.546  -0.751
37 H -2.499 2.356 2.018  0.188
38 H -3.553 2.946 0.708  0.177
39 H -2.894 1.277 0.652  0.421
40 H -2.799 3.419 -1.630  0.406
41 H -2.092 1.774 -1.769  -0.005
42 H -1.131 3.206 -2.223  0.382
43 C -4.758 5.728 2.502  -1.192
44 S -3.514 4.789 3.392  0.836
45 O -4.233 3.937 4.379  -0.703
46 C -2.841 6.188 4.297  -1.018
47 H -5.331 5.023 1.903  0.327
48 H -5.411 6.225 3.218  0.395
49 H -4.264 6.449 1.851  0.373
50 H -3.635 6.655 4.880  0.415
51 H -2.404 6.895 3.592  0.350
52 H -2.068 5.809 4.964  0.200
53 C 3.392 -3.265 -3.915  -0.568
54 S 3.730 -4.973 -3.496  0.425
55 O 2.940 -5.800 -4.454  -0.624
56 C 2.837 -4.957 -1.945  -0.625
57 H 3.828 -3.076 -4.895  0.346
58 H 2.310 -3.135 -3.964  -0.124
59 H 3.840 -2.604 -3.173  0.458
60 H 1.795 -4.695 -2.135  0.193
61 H 3.321 -4.232 -1.292  0.232
62 H 2.895 -5.957 -1.520  0.335
63 C 0.684 3.847 4.136  -0.791
64 S 0.530 3.674 5.919  0.459
65 O 1.807 3.078 6.400  -0.613
66 C -0.684 2.353 5.880  -0.801
67 H 1.438 4.608 3.945  0.380
68 H 1.001 2.894 3.712  0.299
69 H -0.269 4.160 3.708  0.193
70 H -0.272 1.508 5.328  0.289
71 H -1.604 2.713 5.417  0.271
72 H -0.884 2.064 6.910  0.325
73 C 6.362 -2.471 1.805  -0.982
74 S 6.339 -3.158 0.147  0.468
75 O 4.913 -3.161 -0.285  -0.615
76 C 6.726 -4.845 0.617  -0.930
77 H 6.090 -1.421 1.725  0.315
78 H 5.636 -3.000 2.421  0.310
79 H 7.366 -2.562 2.219  0.388
80 H 5.974 -5.203 1.319  0.303
81 H 7.721 -4.879 1.061  0.390
82 H 6.708 -5.446 -0.290  0.298
83 C 3.219 2.753 9.154  -0.880
84 S 4.445 1.741 9.980  0.496
85 O 3.721 0.894 10.965  -0.627
86 C 5.206 3.074 10.916  -0.911
87 H 2.602 2.104 8.539  0.265
88 H 2.608 3.254 9.905  0.365
89 H 3.714 3.476 8.506  0.343
90 H 4.449 3.548 11.540  0.293
91 H 5.650 3.793 10.227  0.332
92 H 5.981 2.634 11.540  0.320

Which value of largest force on an atom does entry 1 give?
6.429 eV/Å

Which formula does entry 1 have?
C19H52NO21S6